Entry 1:
Molecular formula: C11H24ClINOP2SSc
Method: DFT, the ωB97M-V functional and the def2-TZVPD basis

Geometry as ORCA input:
```
! wB97M-V def2-TZVPD RIJCOSX def2/J DEFGRID3
* xyz 2 1
C 0.005 0.512 -6.295
C 0.015 1.396 -5.145
H 0.006 1.082 -7.248
H -0.911 -0.107 -6.212
H 0.912 -0.120 -6.219
O 0.026 2.497 -4.738
I 0.004 -0.240 -2.959
Sc 0.021 -0.669 -0.180
P 2.699 -0.087 -0.425
C 3.662 1.181 0.494
C 3.657 -1.608 0.010
H 4.705 -1.495 -0.306
H 4.411 -0.019 -2.164
H 3.206 -2.464 -0.515
H 2.778 -0.354 -2.835
H 3.379 1.205 1.555
H 3.614 -1.795 1.094
C 3.344 0.238 -2.106
H 4.736 0.967 0.410
H 3.187 1.293 -2.357
H 3.454 2.163 0.048
P -2.692 -0.083 -0.362
C -3.602 1.206 0.572
C -3.340 0.267 -2.031
H -3.334 -2.417 -0.572
H -4.737 -1.394 -0.093
H -3.504 -1.866 1.118
C -3.668 -1.588 0.068
H -2.787 -0.324 -2.770
H -4.410 0.032 -2.083
H -4.673 0.967 0.585
H -3.443 2.168 0.068
H -3.170 1.322 -2.268
H -3.239 1.280 1.603
Cl -0.019 -2.945 -0.357
S -1.008 -0.887 4.294
C 0.729 -0.893 4.204
C 1.166 -0.669 2.929
N 0.123 -0.438 2.013
C -1.090 -0.525 2.617
H 1.362 -1.069 5.061
H 2.196 -0.640 2.566
H -2.058 -0.413 2.113
*
```

Summary:
Orbital gap ... 8.0 eV
DFT total energy ... -3162.6271 hartree
Relative energy (zero: lowest compared OMol25 entry of this formula, charge and spin) ... 0.000 eV

---

Entry 2:
Molecular formula: C11H24N2O
Method: DFT, the ωB97M-V functional and the def2-TZVPD basis

Geometry as ORCA input:
```
! wB97M-V def2-TZVPD RIJCOSX def2/J DEFGRID3
* xyz 0 1
C 2.969 3.201 -0.422
C -3.282 -1.882 -0.523
C 1.447 -2.685 1.148
C 3.144 1.756 -0.546
C -3.945 -0.518 -0.986
C 0.359 -1.898 0.324
C 2.236 0.986 0.339
C 1.064 0.424 -0.392
C -2.992 0.540 -0.431
C -0.422 0.107 1.560
C 0.238 -0.450 0.587
N -3.713 1.580 0.174
N -2.942 2.662 0.501
O -3.318 1.720 1.505
H 3.809 3.626 -0.916
H 2.811 3.659 0.517
H 2.161 3.584 -1.183
H -3.234 -2.044 0.542
H -2.121 -1.903 -0.761
H -3.636 -2.804 -1.011
H 2.334 -2.907 0.551
H 1.897 -2.107 2.061
H 0.960 -3.504 1.533
H 4.065 1.369 -0.314
H 2.999 1.394 -1.517
H -3.970 -0.456 -2.140
H -4.864 -0.489 -0.481
H -0.668 -2.322 0.568
H 0.518 -2.082 -0.752
H 2.597 0.236 1.004
H 1.930 1.793 1.007
H 0.523 1.166 -0.949
H 1.363 -0.414 -1.124
H -2.261 0.949 -1.117
H -2.420 0.128 0.349
H -0.280 1.115 1.851
H -1.076 -0.530 2.150
H -1.946 2.551 0.116
*
```

Summary:
Structure (SMILES) ... C=C(CC)CCCC.CCCn1[nH]o1
Orbital gap ... 9.8 eV
DFT total energy ... -617.9804 hartree
Relative energy (zero: lowest compared OMol25 entry of this formula, charge and spin) ... 6.734 eV